Molecular formula: C8H16N2O
Method: DFT, wB97M-V/def2-TZVPD

## Properties
DFT total energy: -498.2504 hartree
ΔE to the lowest compared entry with this formula, charge and spin: 67.39 kcal per mole
net charge: +2
HOMO level (spin up / spin down): -13.589 / -18.620 eV
lowest unoccupied orbital energy (spin up / spin down): -7.227 / -10.743 eV
2S+1: 3
HOMO-LUMO gap (spin up / spin down): 6.36 / 7.88 eV

Geometry as XYZ:
```
27
Properties=species:S:1:pos:R:3:forces:R:3
C 1.5055 0.0445 -0.8173 -1.0803 -3.7958 -0.1602
C 0.1229 -0.6257 -0.8843 5.3334 -0.5666 -3.3786
C -3.0371 0.0092 0.3832 0.8372 0.9276 1.7989
C 0.0989 -1.8513 -1.6323 0.7460 -2.8244 1.6131
C -2.5979 0.4113 1.7287 -1.7113 -0.2363 1.5425
C 1.6695 1.5810 -0.3976 0.2044 1.2237 -0.6382
C 3.6349 0.0257 0.6311 0.7205 -0.0655 3.0599
C 2.1903 0.1308 0.4342 0.9454 -0.6224 -2.4488
N -4.2314 0.0074 -0.0438 -3.4900 1.3287 0.2022
N -0.8750 -0.0397 -0.2913 -4.2246 3.3088 5.8260
O -2.1461 -0.3940 -0.4698 1.2431 -0.8322 -3.6458
H 2.0660 -0.4141 -1.6823 0.0382 1.4949 0.8360
H 0.5383 -1.5656 -2.5797 -0.1887 -0.5650 -0.8066
H 0.8213 -2.6337 -1.1491 -1.0671 0.9748 -0.9868
H -0.8922 -2.3439 -1.6377 0.5782 0.4235 -0.5217
H -1.5471 0.4772 1.7424 0.9841 0.1851 0.2295
H -3.0842 1.2901 2.1820 0.2058 0.1765 -0.9124
H -2.9309 -0.3126 2.4982 0.2832 -0.3672 -0.5856
H 0.8557 1.8153 -1.0443 -0.9744 0.4382 -0.7834
H 1.2012 1.9308 0.5190 0.4827 0.3309 0.2715
H 2.5204 2.0955 -0.8288 0.1865 0.0246 0.5392
H 3.9748 0.8484 1.3453 -0.2151 -0.9032 -1.0571
H 3.7762 -0.9114 1.2957 -0.2393 1.1987 -1.1282
H 4.2610 -0.0484 -0.2243 0.3317 0.0613 -0.7822
H 1.6502 0.0657 1.2983 -1.6401 -0.0589 2.0708
H -4.9498 0.3455 0.6396 0.7787 -0.5899 -0.7513
H -4.5954 0.0618 -1.0152 0.9318 -0.6702 0.5973
```
Forces are in eV/Å.

Löwdin population analysis, charges in e, atoms 1 to 5: -0.143 -0.291 -0.337 -0.008 0.059

Molecular formula: C8H16N2OS
Method: DFT, wB97M-V/def2-TZVPD

## Properties
DFT total energy: -897.1730 hartree
ΔE to the lowest compared entry with this formula, charge and spin: 72.31 kcal per mole
net charge: 0
HOMO level: -9.004 eV
lowest unoccupied orbital energy: 0.491 eV
structure (SMILES): C[S@@](=N)(=O)/N=C/C1CCCCC1
HOMO-LUMO gap: 9.49 eV

Geometry as XYZ:
```
28
Properties=species:S:1:pos:R:3:forces:R:3
C -0.5322 -0.1607 -0.6218 -0.7318 -3.6044 0.8043
C 2.5337 0.1821 1.4256 -3.3240 0.9520 1.0294
C 1.8244 1.3561 0.6567 -1.0562 -1.9487 0.0966
C 1.6897 -1.1294 1.2500 2.1557 -0.5076 -1.0713
C 1.7052 1.0261 -0.7986 1.4168 -1.4245 -1.6242
C 1.5058 -1.4589 -0.2856 -1.3273 -0.3098 1.7162
C 0.8601 -0.2683 -1.0075 2.4895 0.8865 -1.1874
C -3.7137 -0.1404 -1.4077 -1.2800 0.4007 0.7446
N -3.6490 1.3343 0.8987 -0.1469 0.5343 -1.2750
N -1.3034 0.8060 -0.4841 -1.4374 2.0513 0.3931
O -2.5383 -1.2243 1.1469 -0.8977 5.0284 -4.1235
S -2.8568 0.3257 0.1197 1.0262 -6.3327 3.4519
H -0.9329 -1.1906 -0.3902 0.0624 0.8027 -0.0062
H 3.5240 0.1702 1.0913 1.6793 -0.5857 -0.3022
H 2.4540 0.4908 2.5019 0.5829 -0.4512 -0.7939
H 0.8007 1.3824 1.0089 -0.1679 0.6401 0.6483
H 2.3285 2.2685 0.7705 0.5836 1.3375 0.5115
H 2.1584 -2.0121 1.8012 -0.5165 1.1271 -0.8113
H 0.7286 -0.9812 1.6731 -1.0113 0.2294 0.5593
H 1.2610 1.7274 -1.5215 0.4075 0.5245 0.7756
H 2.8036 0.8218 -1.0979 -1.7071 0.1577 -0.2912
H 2.4334 -1.8058 -0.6652 0.9907 0.2293 -0.7766
H 0.8364 -2.3260 -0.3814 0.0523 0.1043 0.1266
H 0.8014 -0.4353 -2.1177 0.1868 -0.2123 0.7080
H -3.7440 -1.2332 -1.4093 0.6471 0.1946 -0.3901
H -4.8122 0.1460 -1.3293 1.5735 0.1658 -0.0168
H -3.1567 0.3957 -2.2014 -0.5955 -0.6435 0.2495
H -3.0099 1.9330 1.3749 0.3454 0.6540 0.8548
```
Forces are in eV/Å.

Löwdin population analysis, charges in e, atoms 1 to 5: -0.257 -0.161 -0.207 -0.150 -0.170